This record from OMol25 describes a structure of composition C28H33CrN2S2Sb2Si. The level of theory is ωB97M-V/def2-TZVPD.

Geometry as XYZ:
```
69
Properties=species:S:1:pos:R:3
Cr 0.39469 -1.78499 0.60359
S -0.12841 -1.39989 2.79679
C -1.80821 -1.84529 2.90189
C -2.53271 -1.45159 4.01669
C -3.88491 -1.75549 4.14039
C -4.60571 -1.24829 5.23209
N -5.16831 -0.78469 6.12269
C -4.51891 -2.53299 3.14059
C -3.78411 -2.94489 2.03229
C -2.44741 -2.59789 1.88479
S -1.59601 -3.09139 0.45689
C -5.86081 -2.91279 3.29309
N -6.95471 -3.24709 3.41799
H -2.03361 -0.89489 4.79759
H -4.25671 -3.53989 1.26269
C 0.92869 -1.87359 -4.03831
Sb 0.29809 -1.38389 -2.01501
C -1.77311 -1.28979 -2.65411
C 0.88719 0.76541 -2.16921
C -0.02041 1.52161 -3.04361
C 0.26389 1.58141 -4.40821
C -0.58991 2.18751 -5.30691
C -1.78571 2.71541 -4.85481
C -2.06951 2.69011 -3.50281
C -1.19401 2.14061 -2.56801
C -1.48141 2.36521 -1.12971
Sb -1.56741 0.68901 0.33129
C -3.06491 1.61851 1.63219
C -0.01631 1.66621 1.49499
H 0.44319 -1.18999 -4.72391
H 0.63209 -2.89059 -4.27161
H 2.00379 -1.79189 -4.14121
H -2.03701 -0.27999 -2.97251
H -2.41061 -1.59739 -1.82571
H -1.90411 -1.98449 -3.48391
H 1.89679 0.73911 -2.57631
H 0.92659 1.14691 -1.15141
H 1.19669 1.16531 -4.76091
H -0.33401 2.24461 -6.35421
H -2.48141 3.17161 -5.54521
H -2.99241 3.12811 -3.14691
H -2.43551 2.88191 -1.03501
H -0.71661 3.02121 -0.71821
H -3.12281 2.68591 1.44329
H -2.76051 1.44921 2.66229
H -4.03891 1.16351 1.47599
H -0.32781 2.69531 1.66629
H 0.94369 1.65281 0.98339
H 0.10269 1.15611 2.44659
C 3.67449 -1.97619 -0.90111
Si 2.76909 -1.53269 0.76229
C 3.83339 -2.60489 1.98729
C 3.46549 0.21541 1.18139
C 4.23059 0.96941 0.29799
C 4.67889 2.23591 0.62799
C 4.36209 2.78211 1.85949
C 3.59309 2.05361 2.75339
C 3.15459 0.78741 2.41349
H 4.75489 -1.90139 -0.82711
H 3.35029 -1.33109 -1.71981
H 3.43589 -3.00099 -1.18121
H 4.88929 -2.34319 1.93929
H 3.74349 -3.66399 1.75629
H 3.50509 -2.46039 3.01299
H 4.48059 0.55911 -0.66961
H 5.27739 2.80201 -0.07561
H 4.71209 3.77201 2.12139
H 3.33309 2.48161 3.71329
H 2.54289 0.22691 3.10929
```

Summary:
Orbital gap (alpha / beta) in eV: 6.8646 / 7.1499
⟨S²⟩: 6.059
HOMO energy (alpha / beta) in eV: -4.59 / -4.97
Energy relative to the best compared isomer or geometry (same formula, charge and spin) in kcal/mol: 0.68
Spin multiplicity: 5
Lowest unoccupied orbital energy (alpha / beta) in eV: 2.3 / 2.2
Net charge: -1

Atom charges from the Mulliken analysis, given in e for atoms 1 to 4: 0.684, -0.766, 0.485, -0.920

This record from OMol25 describes an isolated molecule of C28H33N3O5S. The level of theory is ωB97M-V/def2-TZVPD.

Geometry as XYZ:
```
70
Properties=species:S:1:pos:R:3
C -4.92959 -3.44106 2.84214
O -5.00864 -2.84914 1.57049
C -3.97358 -2.06703 1.15761
C -2.84100 -1.78054 1.89798
C -1.84060 -0.97153 1.37848
C -1.94855 -0.44591 0.10541
C -0.87741 0.46449 -0.44807
C -0.90226 0.60976 -1.98939
O -0.99877 1.70880 -2.50130
N -0.79785 -0.55434 -2.63689
C -0.69161 -0.70976 -4.08637
C -0.60433 -2.20895 -4.36502
C 0.57133 0.00239 -4.58045
C -1.93146 -0.11326 -4.75782
N 0.46708 0.07656 -0.00553
C 0.88387 -1.20198 -0.08258
O 0.22894 -2.09103 -0.60790
C 2.22411 -1.54596 0.56488
N 2.46920 -0.88029 1.81563
C 3.58595 -0.13749 2.02369
O 4.48154 -0.05615 1.20434
C 3.63537 0.58545 3.29962
C 4.64252 1.42283 3.69300
C 4.40155 2.02992 4.93968
C 3.21439 1.65106 5.48251
S 2.36738 0.54469 4.48354
C 1.31302 1.15164 0.38337
C 1.01525 1.89210 1.52073
C 1.83619 2.93771 1.89584
C 2.95719 3.26992 1.14537
C 3.85210 4.39592 1.56075
C 3.22125 2.54640 -0.01072
C 2.40703 1.49931 -0.39640
C -3.09559 -0.71143 -0.63894
C -4.10425 -1.51179 -0.13500
O -5.25224 -1.82421 -0.79509
C -5.42629 -1.33151 -2.09978
H -5.84301 -4.02348 2.95189
H -4.06418 -4.10734 2.92439
H -4.88443 -2.68821 3.63668
H -2.72004 -2.18283 2.89101
H -0.97093 -0.76383 1.98458
H -1.04226 1.47761 -0.05929
H -0.65901 -1.38600 -2.06776
H -1.49600 -2.71579 -4.00268
H 0.26159 -2.63799 -3.86580
H -0.51373 -2.38732 -5.43319
H 0.51365 1.05995 -4.33733
H 0.67045 -0.10663 -5.65694
H 1.45251 -0.42144 -4.10282
H -2.01432 0.94012 -4.50593
H -1.85715 -0.21335 -5.83717
H -2.82946 -0.62753 -4.42125
H 2.23321 -2.63509 0.69068
H 3.04909 -1.26976 -0.10051
H 1.76418 -0.94341 2.53280
H 5.51653 1.58439 3.08956
H 5.07893 2.71763 5.41302
H 2.78035 1.95122 6.41584
H 0.15220 1.63603 2.11874
H 1.60732 3.49767 2.79149
H 3.58580 5.30402 1.01922
H 4.88974 4.16275 1.33425
H 3.75724 4.59477 2.62570
H 4.07983 2.79955 -0.61358
H 2.61982 0.94630 -1.29840
H -3.19114 -0.27310 -1.61826
H -6.39279 -1.70960 -2.42927
H -4.64570 -1.69813 -2.77498
H -5.43951 -0.23677 -2.12246
```

Summary:
Structure (SMILES): COc1ccc([C@H](C(=O)NC(C)(C)C)N(C(=O)CNC(=O)c2cccs2)c2ccc(C)cc2)cc1OC
Orbital gap in eV: 8.2572
HOMO energy in eV: -7.98
Energy relative to the best compared isomer or geometry (same formula, charge and spin) in kcal/mol: 0.00
Spin multiplicity: 1
Lowest unoccupied orbital energy in eV: 0.3

Atom charges from the Mulliken analysis, given in e for atoms 1 to 4: -0.937, -0.462, 0.785, -0.858

This record from OMol25 describes an isolated molecule of C28H33N3O6S. The level of theory is ωB97M-V/def2-TZVPD.

Geometry as XYZ:
```
71
Properties=species:S:1:pos:R:3
C 0.97015 2.53190 2.69977
O 0.15974 3.19095 1.75203
C 0.04023 2.64912 0.50198
C 0.43354 1.34417 0.20855
C 0.26830 0.81782 -1.05930
C 0.69902 -0.59128 -1.40103
C -0.26719 -1.31854 -2.36053
O 0.14618 -2.07070 -3.21717
N -1.56348 -1.06528 -2.11639
C -2.69776 -1.60519 -2.86655
C -2.61749 -1.12337 -4.31778
C -3.96396 -1.07829 -2.19437
C -2.66695 -3.13366 -2.81318
N 0.89625 -1.44318 -0.23022
C 2.13729 -1.53788 0.29567
O 3.09774 -0.94512 -0.15318
C 2.26863 -2.39377 1.56267
N 3.21072 -1.76468 2.45669
C 2.77970 -0.75314 3.25398
O 1.59555 -0.49509 3.40435
C 3.82492 -0.01990 3.97665
C 3.60916 0.99422 4.87114
C 4.79948 1.52283 5.40283
C 5.90761 0.90841 4.90844
S 5.52176 -0.32621 3.78462
C -0.20866 -2.19724 0.24689
C -0.24363 -3.57021 0.03245
C -1.32475 -4.31084 0.47495
C -2.37571 -3.68648 1.12671
C -2.34253 -2.31805 1.33650
C -1.26331 -1.57018 0.89991
C -0.26738 1.61116 -2.06867
C -0.66077 2.91105 -1.79979
O -1.19589 3.76179 -2.71918
C -1.32752 3.31585 -4.04472
C -0.51961 3.44764 -0.50464
O -0.98902 4.72243 -0.36399
C -0.41524 5.57998 0.59728
H 1.98105 2.36697 2.31435
H 0.54918 1.57423 3.01658
H 1.01527 3.20617 3.55417
H 0.87205 0.73856 0.98439
H 1.67795 -0.54590 -1.90021
H -1.77921 -0.38705 -1.40201
H -3.44730 -1.52245 -4.89412
H -1.68590 -1.46123 -4.76290
H -2.65458 -0.03662 -4.35978
H -4.84340 -1.44618 -2.71549
H -3.98462 0.00981 -2.21185
H -4.00933 -1.41440 -1.16040
H -1.74206 -3.49714 -3.25063
H -2.72402 -3.47546 -1.78233
H -3.50579 -3.54301 -3.36906
H 1.31401 -2.46686 2.08630
H 2.62966 -3.39067 1.30116
H 4.17692 -1.77287 2.16502
H 2.62128 1.33188 5.12564
H 4.83270 2.32319 6.11974
H 6.93646 1.10614 5.13629
H 0.57141 -4.04461 -0.49245
H -1.35007 -5.37646 0.30358
H -3.22023 -4.26574 1.46869
H -3.15841 -1.82914 1.84790
H -1.22972 -0.50572 1.07361
H -0.35194 1.20431 -3.06298
H -0.36115 3.03936 -4.47892
H -2.01326 2.46460 -4.12011
H -1.74224 4.15780 -4.59670
H -0.76211 6.57855 0.33112
H 0.67685 5.55350 0.55854
H -0.74459 5.33542 1.60947
```

Summary:
Structure (SMILES): COc1cc([C@H](C(=O)NC(C)(C)C)N(C(=O)CNC(=O)c2cccs2)c2ccccc2)cc(OC)c1OC
Orbital gap in eV: 8.2369
HOMO energy in eV: -7.92
Energy relative to the best compared isomer or geometry (same formula, charge and spin) in kcal/mol: 18.42
Spin multiplicity: 1
Lowest unoccupied orbital energy in eV: 0.3

Atom charges from the Mulliken analysis, given in e for atoms 1 to 4: -0.988, -0.508, 0.691, -0.128

This record from OMol25 describes a structure of composition C28H33N6O2PS2Sm. The level of theory is ωB97M-V/def2-TZVPD.

Geometry as XYZ:
```
73
Properties=species:S:1:pos:R:3
Sm 11.50638 11.35162 10.08499
N 12.27803 14.63678 13.55629
C 12.30792 13.57937 12.63992
S 10.88417 12.56355 12.40666
N 13.43770 13.57282 11.93856
N 13.52460 12.44015 11.19398
C 14.52290 11.62859 11.23198
C 14.26212 10.17211 11.30910
C 15.34112 9.24830 11.52719
C 15.08305 7.95148 11.97407
C 13.74610 7.50721 11.96277
C 12.70056 8.39014 11.63676
N 12.92886 9.73852 11.23985
H 11.35344 15.01302 13.80763
H 12.93312 15.35314 13.28872
H 15.55291 12.05274 11.13412
H 16.37025 9.49732 11.31081
H 15.90659 7.29043 12.26227
H 13.47910 6.50044 12.27610
H 11.70315 7.94340 11.75244
O 11.28154 13.56583 9.12096
S 10.06122 13.54479 8.25799
O 10.30016 13.59052 6.83688
N 9.51190 12.11619 8.86859
C 8.54915 11.36623 8.40455
C 7.37750 11.76004 7.73017
C 6.58840 10.84155 7.11406
C 6.80936 9.43825 7.11476
C 7.83806 9.02393 7.93497
C 8.12037 7.63546 8.09166
C 9.25050 7.22280 8.80476
C 10.16852 8.24919 9.18746
N 9.86748 9.54995 9.08381
C 8.72048 9.94799 8.52884
C 9.15581 15.02444 8.81530
C 9.13606 15.36453 10.16582
C 8.44873 16.52606 10.61787
C 7.59569 17.15099 9.73140
C 7.49120 16.68555 8.41789
C 8.22150 15.59592 7.92270
H 7.14532 12.79825 7.63372
H 5.61889 11.18504 6.67079
H 6.19989 8.76326 6.45806
H 7.45736 6.94052 7.55911
H 9.48976 6.17938 9.02450
H 11.17956 8.07968 9.49141
H 9.82924 14.87345 10.88682
H 8.60677 16.93124 11.59125
H 7.11171 18.00838 10.07438
H 6.76920 17.28327 7.80704
H 8.08395 15.17595 6.90712
C 12.50703 9.77328 4.77354
C 12.00794 10.23629 6.15243
P 13.12561 10.75545 7.52639
C 14.34772 9.36154 7.45643
C 15.81886 9.78363 7.54847
C 13.83591 12.14472 6.71933
C 15.05508 12.92677 7.33168
H 11.68413 9.50219 4.09788
H 13.18981 8.93950 4.74353
H 13.04836 10.59386 4.21263
H 11.38822 9.40411 6.55708
H 11.36738 11.19530 5.94688
H 14.17932 8.69326 6.65846
H 14.08101 8.66798 8.32910
H 16.11280 10.63245 6.94450
H 16.29424 8.83128 7.30636
H 16.13025 9.93162 8.54509
H 12.97679 12.80794 6.61702
H 14.07388 11.81802 5.63160
H 14.66402 13.91610 7.69172
H 15.72770 13.14665 6.49324
H 15.65964 12.45936 8.11872
```

Summary:
Orbital gap (alpha / beta) in eV: 6.0988 / 6.1042
⟨S²⟩: 8.759
HOMO energy (alpha / beta) in eV: -10.13 / -10.14
Spin multiplicity: 6
Lowest unoccupied orbital energy (alpha / beta) in eV: -4.0 / -4.0
Net charge: +1

Atom charges from the Mulliken analysis, given in e for atoms 1 to 4: 0.462, -0.429, 0.513, -0.380